# 1
A molecular structure, C34H40N4PPdSSbSe4 at a distorted geometry, computed with the ωB97M-V functional and the def2-TZVPD basis.

The gap between HOMO and LUMO is 4.7 eV. Its spin multiplicity is 1. As for the HOMO energy: -0.96 eV. As for the charge: -2.

Cartesian coordinates (Å):
Pd: -0.15340 -0.19109 -0.34955
N: -4.36586 -1.51459 -0.81226
C: -4.43852 -2.86057 -0.42856
C: -5.65350 -3.52411 -0.46687
C: -5.74504 -4.85459 -0.06983
C: -4.62011 -5.51364 0.39140
C: -3.40111 -4.84308 0.43896
C: -3.29769 -3.52804 0.01989
S: -1.72316 -2.75135 -0.12303
N: -2.14204 -1.10760 -0.21110
C: -3.27250 -0.70414 -0.64788
C: -3.45668 0.73401 -0.99598
C: -4.70492 1.26766 -1.27253
C: -4.77921 2.59658 -1.68042
C: -3.61610 3.31195 -1.82506
C: -2.41155 2.69205 -1.49661
N: -2.33945 1.45778 -1.03868
H: -5.10200 -1.16025 -1.39647
H: -6.53159 -2.99846 -0.82519
H: -6.69789 -5.36511 -0.12269
H: -4.67851 -6.54849 0.70309
H: -2.50869 -5.35739 0.77655
H: -5.61471 0.69119 -1.17211
H: -5.73779 3.04169 -1.91456
H: -3.61472 4.32281 -2.20789
H: -1.47165 3.22175 -1.60065
C: -0.04862 -0.92568 4.54521
C: -0.15872 -1.21292 3.05113
C: 0.84256 -2.28829 2.62583
P: 0.05696 0.23528 1.92213
C: -0.92000 1.60014 2.68326
C: -0.67341 2.87696 1.87824
C: -2.40330 1.24196 2.74129
C: 1.75536 0.77157 2.01067
C: 2.37555 1.27936 3.15479
C: 3.69290 1.69290 3.16469
C: 4.35614 2.23361 4.40355
C: 4.39029 1.57275 1.95087
C: 3.81112 1.10362 0.79896
C: 2.43401 0.71228 0.76187
N: 1.80820 0.32079 -0.36221
C: 2.60293 0.19995 -1.53401
C: 3.15223 -1.03638 -1.88027
C: 2.78533 -2.26210 -1.09452
C: 3.98767 -1.10667 -2.98645
C: 4.28782 0.02012 -3.74368
C: 5.12844 -0.08027 -4.98854
C: 3.71761 1.23161 -3.38454
C: 2.86277 1.33816 -2.29552
C: 2.20056 2.63969 -1.94563
H: -0.21415 -1.84548 5.11443
H: -0.77932 -0.18925 4.88515
H: 0.94900 -0.56132 4.79686
H: -1.16863 -1.57602 2.82812
H: 1.85819 -1.98143 2.88686
H: 0.81159 -2.45613 1.54831
H: 0.62416 -3.23334 3.13067
H: -0.53939 1.74845 3.70043
H: -0.77134 2.67893 0.81130
H: 0.32886 3.26740 2.05590
H: -1.40403 3.64444 2.14961
H: -2.79226 1.08972 1.73363
H: -2.97142 2.05548 3.20086
H: -2.58934 0.33229 3.31684
H: 1.79850 1.36125 4.07263
H: 3.61753 2.43321 5.18267
H: 4.88379 3.17011 4.20321
H: 5.08960 1.53514 4.81971
H: 5.43423 1.87390 1.91310
H: 4.39546 1.05026 -0.10966
H: 1.69764 -2.34269 -1.03590
H: 3.17252 -2.22315 -0.07119
H: 3.17466 -3.15782 -1.58160
H: 4.38942 -2.07154 -3.28347
H: 5.76591 -0.96677 -4.96879
H: 5.76558 0.79860 -5.10781
H: 4.48915 -0.14026 -5.87300
H: 3.88403 2.10590 -4.00372
H: 2.18389 3.29453 -2.81540
H: 2.71140 3.13927 -1.11429
H: 1.16871 2.45723 -1.64014
Se: -1.33868 -1.41624 -6.25056
Sb: -0.95763 0.57473 -4.93425
Se: 0.83176 2.01776 -5.70478
Se: -3.00088 1.79856 -4.27029
Se: -0.46460 -0.93918 -2.73454

Results of the Mulliken charge analysis, in e, for atoms 1 through 6: -0.194 0.159 -0.595 -0.610 -0.542 -0.642

# 2
6 unconnected molecules or ions with the total composition C34H40NO, computed with the ωB97M-V functional and the def2-TZVPD basis.

The gap between HOMO and LUMO is 3.6 eV. Its spin multiplicity is 1. As for the HOMO energy: -1.83 eV. As for the charge: -1.

Cartesian coordinates (Å):
C: -8.29011 -9.28451 -1.42794
C: -8.07965 -7.77542 -1.47508
O: -7.10352 -7.42380 -2.43069
C: -5.81817 -7.08958 -1.88819
C: -5.64668 -5.57888 -1.59452
N: -5.92115 -5.13423 -0.26525
H: -8.82867 -9.64969 -2.30553
H: -7.32041 -9.78649 -1.39883
H: -8.85404 -9.57458 -0.53651
H: -7.79301 -7.39090 -0.49215
H: -9.01066 -7.26601 -1.74707
H: -5.69934 -7.61383 -0.92973
H: -5.07461 -7.47906 -2.59616
H: -4.63311 -5.31754 -2.01002
H: -6.36363 -5.09313 -2.27919
H: -5.18651 -5.51910 0.33741
C: -2.28057 -0.89881 -1.95181
C: -3.47365 -0.81537 -2.65829
C: -4.52762 -1.66440 -2.34160
C: -4.40528 -2.59948 -1.32004
C: -3.20780 -2.67520 -0.61893
C: -2.14898 -1.83259 -0.93067
H: -1.45629 -0.24029 -2.19997
H: -3.57786 -0.08896 -3.45643
H: -5.45564 -1.60233 -2.89813
H: -5.20631 -3.29516 -1.04152
H: -3.12173 -3.41219 0.17101
H: -1.21690 -1.90327 -0.37989
C: 1.41480 3.45420 -3.70290
C: 1.60029 2.07789 -3.68952
C: 1.09319 1.31586 -2.64568
C: 0.39917 1.93271 -1.61334
C: 0.21108 3.30759 -1.62845
C: 0.71894 4.07009 -2.67157
H: 1.81338 4.04654 -4.51724
H: 2.14081 1.59636 -4.49530
H: 1.23495 0.24257 -2.63749
H: -0.00359 1.33776 -0.80270
H: -0.33645 3.78626 -0.82634
H: 0.57233 5.14272 -2.67976
C: 8.01732 1.62880 -3.33077
C: 7.34572 1.31242 -2.15749
C: 5.97584 1.51687 -2.06510
C: 5.27563 2.03732 -3.14515
C: 5.94817 2.35267 -4.31796
C: 7.31829 2.14885 -4.41152
H: 9.08562 1.46810 -3.40341
H: 7.89034 0.90412 -1.31548
H: 5.45002 1.26865 -1.15181
H: 4.20762 2.19588 -3.07255
H: 5.40212 2.75713 -5.16128
H: 7.84148 2.39435 -5.32714
C: 0.75290 3.59396 2.17153
C: -0.59390 3.26299 2.10829
C: -1.42217 3.49785 3.19725
C: -0.90287 4.06911 4.35119
C: 0.44327 4.40351 4.41491
C: 1.27107 4.16497 3.32615
H: 1.39626 3.40462 1.32082
H: -1.00227 2.81196 1.21241
H: -2.47002 3.23184 3.14583
H: -1.54761 4.25154 5.20168
H: 0.85084 4.84768 5.31482
H: 2.32234 4.41978 3.38147
C: 5.82433 2.91451 5.09878
C: 4.47839 2.58081 5.03499
C: 3.65317 2.81150 6.12729
C: 4.17409 3.37673 7.28320
C: 5.52030 3.71056 7.34736
C: 6.34538 3.47924 6.25521
H: 6.46734 2.73454 4.24655
H: 4.06862 2.14213 4.13386
H: 2.60339 2.55188 6.07311
H: 3.53019 3.55676 8.13484
H: 5.92657 4.15141 8.24899
H: 7.39523 3.73920 6.30512

Results of the Mulliken charge analysis, in e, for atoms 1 through 6: -1.005 -0.498 -0.385 -0.475 -0.412 -0.943

# 3
A molecular structure, C34H41B3IN7O3 at a distorted geometry, computed with the ωB97M-V functional and the def2-TZVPD basis.

The gap between HOMO and LUMO is 9.8 eV. Its spin multiplicity is 1. As for the HOMO energy: -9.23 eV. As for the charge: 0.

Cartesian coordinates (Å):
N: 0.93684 0.03200 2.15296
C: 1.51883 -0.95314 3.06725
C: 1.20976 -2.35041 2.54892
C: 2.34184 -2.90713 1.67723
C: 1.93308 -3.00900 0.20503
B: 1.97424 -1.61472 -0.48669
O: 2.94135 -0.66590 -0.21381
B: 2.41969 0.58876 0.05773
O: 1.37168 1.03651 -0.75424
B: 0.49404 0.01947 -0.99025
I: -1.61677 0.22862 -0.68525
O: 0.97330 -1.19177 -1.38448
H: 0.87359 0.96161 2.54557
H: 0.02634 -0.27337 1.84132
H: 2.59040 -0.79939 3.15933
H: 1.09400 -0.85153 4.07117
H: 0.26537 -2.33850 2.00297
H: 1.04737 -3.02100 3.39101
H: 3.21970 -2.26969 1.76565
H: 2.64222 -3.88571 2.04627
H: 2.63483 -3.66429 -0.32355
H: 0.95862 -3.47958 0.09449
H: 2.86598 1.24784 0.93260
N: -3.49157 -4.34296 -2.16108
C: -4.41174 -4.75379 -3.03330
C: -4.84456 -3.98376 -4.10421
C: -4.29735 -2.72345 -4.28032
C: -3.34027 -2.28432 -3.37950
C: -2.97406 -3.12998 -2.34264
H: -4.82323 -5.74359 -2.87306
H: -5.59428 -4.37051 -4.78141
H: -4.60971 -2.09454 -5.10456
H: -2.88280 -1.30859 -3.47323
H: -2.22675 -2.82048 -1.62033
N: -6.41744 -7.60099 -2.93934
C: -7.25919 -8.06687 -3.85812
C: -8.43939 -8.72765 -3.55214
C: -8.76215 -8.91672 -2.21800
C: -7.89416 -8.43757 -1.25063
C: -6.73976 -7.78813 -1.66232
H: -6.97139 -7.90241 -4.89102
H: -9.08646 -9.08362 -4.34200
H: -9.67383 -9.42812 -1.93753
H: -8.10376 -8.56197 -0.19720
H: -6.03681 -7.39607 -0.93477
N: 3.94911 0.97023 4.43159
C: 3.28941 1.05583 5.58340
C: 3.72333 1.81096 6.66296
C: 4.91037 2.51445 6.54024
C: 5.60909 2.43358 5.34659
C: 5.08687 1.65175 4.32688
H: 2.36624 0.48852 5.64308
H: 3.14313 1.84362 7.57488
H: 5.28416 3.11444 7.35976
H: 6.54053 2.96427 5.20481
H: 5.60365 1.56575 3.37710
N: 5.29311 4.11345 -4.09584
C: 4.40968 3.61885 -4.95968
C: 3.25589 2.94854 -4.58061
C: 3.00507 2.77965 -3.22783
C: 3.91587 3.28750 -2.31657
C: 5.03911 3.94263 -2.79936
H: 4.64001 3.76853 -6.00932
H: 2.57355 2.56919 -5.32922
H: 2.11787 2.26414 -2.88521
H: 3.76472 3.18408 -1.25013
H: 5.77070 4.35409 -2.11370
N: 5.81239 5.84444 0.06655
C: 6.26714 6.14012 1.28127
C: 6.59780 7.42447 1.68647
C: 6.45029 8.46114 0.77896
C: 5.98032 8.16847 -0.49056
C: 5.67780 6.84944 -0.79507
H: 6.36973 5.30355 1.96424
H: 6.96096 7.60388 2.68915
H: 6.69801 9.47764 1.05605
H: 5.85075 8.94277 -1.23401
H: 5.30601 6.58299 -1.77873
N: -5.09629 0.80017 1.58771
C: -5.74291 1.67721 2.35044
C: -6.62466 2.62526 1.85215
C: -6.84522 2.66755 0.48495
C: -6.17759 1.76142 -0.32257
C: -5.32004 0.85153 0.27779
H: -5.54349 1.61612 3.41491
H: -7.12347 3.31214 2.52212
H: -7.52428 3.39355 0.05690
H: -6.31525 1.75633 -1.39509
H: -4.78507 0.12214 -0.32199

Results of the Mulliken charge analysis, in e, for atoms 1 through 6: -0.453 -0.399 -0.855 -0.704 -0.745 -0.051

# 4
A molecular structure, C34H41FN2O2 at a distorted geometry, computed with the ωB97M-V functional and the def2-TZVPD basis.

The energy above the lowest of the compared OMol25 structures with the same formula, charge and spin comes out at 804.30 kcal per mole. The gap between HOMO and LUMO is 7.7 eV. Its spin multiplicity is 1. As for the HOMO energy: -7.82 eV. As for the charge: 0.

Cartesian coordinates (Å):
C: -4.72889 -4.49431 0.69928
C: -5.09727 -3.10192 0.97794
C: -4.17640 -1.87344 0.47299
C: -4.23094 -1.80760 -1.04813
H: -5.23256 -2.22826 -1.59285
C: -3.25636 -2.66111 -1.69908
C: -1.85523 -2.30465 -1.23700
H: -1.10880 -2.84012 -2.03966
C: -1.47200 -0.72978 -1.93126
N: 0.05685 -0.57164 -1.91145
C: 0.28961 0.81962 -2.71147
C: -0.43527 2.00469 -2.44136
C: -0.20420 2.40399 -1.31676
C: 0.61719 2.37675 0.06861
N: -0.01872 1.20818 0.70451
C: -0.08842 -0.13693 0.69031
O: -0.58888 -1.04358 1.33792
C: 0.72874 -0.64828 -0.57324
H: 1.75168 0.14273 -0.84063
C: 1.25366 -1.98262 -0.28094
C: 2.54211 -1.98999 0.24740
C: 2.49744 -1.79092 1.87953
C: 3.81313 -1.71260 2.45964
C: 4.95144 -1.82138 1.87969
C: 4.99597 -1.79296 0.08229
C: 3.87676 -1.98885 -0.36311
H: 3.79642 -2.26680 -1.43365
H: 5.96333 -1.84524 -0.26070
H: 5.87547 -1.87669 2.35037
H: 3.86064 -1.79315 3.55312
H: 1.69408 -1.75205 2.21817
H: 1.38067 -2.53853 -1.49280
H: 0.57886 -2.54228 0.20494
C: -0.82039 1.56114 1.94699
C: -2.07144 2.33197 1.50298
C: -3.01554 1.85890 0.94839
C: -4.15716 2.28227 0.23505
C: -4.28314 3.67265 0.77040
C: -3.30956 4.45970 1.11024
C: -2.28254 3.90601 1.68347
H: -1.30747 4.28770 2.21406
H: -3.54438 5.55887 1.39723
F: -5.47506 4.22709 0.04237
H: -5.03036 1.57069 -0.02477
H: -3.06386 0.64439 0.78562
H: -0.91188 0.73412 2.53096
H: -0.09793 2.23697 2.63150
C: 2.22158 1.96614 -0.13785
C: 2.76006 2.70211 -1.40824
C: 3.97075 2.57221 -1.38605
C: 4.89706 1.96699 -0.47881
C: 4.26067 1.49320 0.66320
C: 3.05092 1.61557 0.73423
H: 2.45407 1.09061 1.82391
H: 4.91071 0.93160 1.63568
O: 6.25207 1.96011 -0.45009
C: 7.01433 1.24159 0.26221
H: 6.91159 1.88288 1.31671
H: 6.80000 0.35823 0.55392
H: 8.19533 1.33664 0.22170
H: 4.66764 2.80946 -2.40028
H: 2.20577 3.07550 -1.99345
H: 0.55827 3.19102 0.59821
H: -0.99016 3.44247 -0.99547
H: -0.99616 2.18957 -3.04125
H: 0.09415 0.29450 -3.71899
H: 1.44198 0.64474 -2.66425
H: -1.74497 -0.47552 -2.72412
H: -2.05312 -0.10571 -1.10667
H: -1.55083 -2.21522 0.07260
H: -3.29203 -2.31585 -2.71117
H: -3.25300 -3.65202 -1.43541
H: -4.20936 -0.72655 -1.27258
H: -4.70284 -0.79517 0.78155
H: -3.25996 -2.27308 0.86230
H: -5.20863 -3.00345 1.98265
H: -6.32631 -2.85250 0.52864
H: -3.71710 -4.61551 0.85642
H: -4.66072 -4.59660 -0.63541
H: -5.36115 -5.29067 1.23905

Results of the Mulliken charge analysis, in e, for atoms 1 through 6: -1.067 -0.734 0.162 -0.416 0.276 -0.910

# 5
A molecular structure, C34H42BrCrN2O7SbSi3 at a distorted geometry, computed with the ωB97M-V functional and the def2-TZVPD basis.

The energy above the lowest of the compared OMol25 structures with the same formula, charge and spin comes out at 0.00 kcal per mole. The gap between HOMO and LUMO (alpha / beta) is 7.2 / 7.3 eV. Its spin multiplicity is 4. As for the HOMO energy (alpha / beta): -5.13 / -5.26 eV. As for the charge: -1.

Cartesian coordinates (Å):
Cr: -0.81920 -1.44110 -0.64495
O: 1.63212 -6.70724 -2.41008
C: 1.20649 -5.66332 -1.99565
C: 1.76554 -4.24521 -2.25261
O: 2.72547 -3.88344 -2.88689
C: 0.82222 -3.38722 -1.56381
C: -0.22010 -4.10284 -0.94423
O: -1.18912 -3.39187 -0.44473
C: -0.01160 -5.57215 -1.07811
O: -0.59540 -6.51245 -0.59705
O: 0.80980 -2.09369 -1.52678
C: 1.42461 2.95288 -1.71269
Sb: 1.49796 0.75710 -1.67372
C: -0.65079 0.44503 -1.48193
C: -1.35708 1.60072 -0.87639
C: -1.86289 1.68225 0.42009
C: -2.64522 2.75657 0.82597
C: -2.91376 3.80776 -0.07251
C: -2.30262 3.70162 -1.30393
N: -1.59287 2.64314 -1.68147
Si: -1.32084 0.10650 -3.19417
C: -1.37653 -1.74650 -3.46769
C: -0.33857 0.77543 -4.63002
C: -3.09041 0.64250 -3.33306
C: 2.28373 0.41213 0.49233
C: 1.53603 -0.63171 1.27426
C: 2.15652 -1.10898 2.46691
C: 1.54482 -1.96481 3.34572
C: 0.24895 -2.42013 3.12139
C: -0.35632 -1.88842 2.01030
N: 0.25133 -1.06957 1.09605
Si: 4.06265 -0.25980 0.10266
C: 4.77835 0.76292 -1.25269
C: 5.35539 -0.21423 1.43846
C: 3.95939 -2.04587 -0.47866
Si: 2.33208 2.00284 1.60975
C: 2.82527 1.71097 3.37855
C: 0.65791 2.82674 1.86442
C: 3.56756 3.20696 0.87962
H: 0.70444 3.24966 -2.49327
H: 2.41307 3.31579 -2.03715
H: 1.12736 3.38915 -0.75970
H: -1.65787 0.88928 1.13477
H: -3.11681 2.74336 1.79395
H: -3.56109 4.62789 0.16596
H: -2.46884 4.46319 -2.07945
H: -0.39643 -2.17286 -3.69008
H: -2.01144 -2.00502 -4.32819
H: -1.87243 -2.30679 -2.62598
H: 0.54367 0.18254 -4.84152
H: 0.04747 1.77246 -4.35887
H: -0.94234 1.00581 -5.49851
H: -3.66342 0.37676 -2.44297
H: -3.53901 0.18725 -4.23608
H: -3.12060 1.71289 -3.38626
H: 3.17018 -0.81820 2.64678
H: 2.11664 -2.24384 4.23698
H: -0.25172 -3.12466 3.80420
H: -1.37459 -2.13362 1.75009
H: 4.48988 1.79016 -1.10939
H: 4.36359 0.52062 -2.22534
H: 5.87613 0.69554 -1.21831
H: 5.33967 0.72452 1.96307
H: 6.34366 -0.29085 0.96319
H: 5.27059 -1.02808 2.18284
H: 3.49891 -2.15570 -1.44524
H: 3.34475 -2.59626 0.24495
H: 4.93203 -2.52395 -0.55907
H: 2.01727 1.27959 3.92717
H: 3.06947 2.69596 3.84841
H: 3.64268 1.03185 3.50722
H: 0.00892 2.14301 2.43916
H: 0.13315 3.12112 0.96785
H: 0.86907 3.72835 2.47799
H: 4.60167 2.89649 0.90614
H: 3.50313 4.11235 1.51927
H: 3.29761 3.46852 -0.14081
Br: -4.19304 1.13473 4.97289
C: -4.89249 0.30167 3.37343
C: -6.26099 0.31453 3.16094
C: -6.82119 -0.22672 1.98596
C: -5.98766 -0.80145 1.06436
C: -4.60662 -0.76298 1.24565
C: -4.04960 -0.24269 2.41402
C: -3.76696 -1.26008 0.10062
O: -4.31726 -1.76153 -0.85639
O: -2.52189 -1.04257 0.27429
H: -6.91694 0.78644 3.87672
H: -7.87929 -0.16880 1.84739
H: -6.36283 -1.21689 0.16074
H: -2.97258 -0.22146 2.55289

Results of the Mulliken charge analysis, in e, for atoms 1 through 6: -1.330 -0.594 0.263 -0.453 -0.688 -0.054

Number 1: total energy -333399.01263 eV. Number 2: total energy -39442.67473 eV. Number 3: total energy -62632.60680 eV. Number 4: total energy -45681.32466 eV. Number 5: total energy -181892.82129 eV.